ORCA calculation (wB97M-V/def2-TZVPD) on a molecular structure, C48H58Br2N3O2P2TeTi.

```
117
Properties=species:S:1:pos:R:3
Ti 0.02 0.57 0.97
O -3.48 1.94 -1.33
C -4.16 1.55 -0.22
C -5.24 2.34 0.16
C -5.97 2.00 1.29
C -5.65 0.88 2.04
C -4.57 0.10 1.65
C -3.81 0.43 0.53
C -2.66 -0.45 0.14
O -1.45 0.31 0.06
N -2.88 -1.05 -1.15
N -1.79 -1.48 -1.83
C -1.97 -2.30 -2.79
C -0.86 -2.74 -3.64
Br 0.62 -1.56 -3.70
C -0.90 -3.82 -4.42
C -1.94 -4.87 -4.44
C -2.19 -5.51 -5.65
C -3.16 -6.50 -5.74
C -3.87 -6.88 -4.61
C -3.60 -6.27 -3.39
C -2.64 -5.28 -3.31
H -2.82 1.27 -1.57
H -5.48 3.20 -0.43
H -6.82 2.61 1.57
H -6.23 0.61 2.91
H -4.29 -0.77 2.23
H -2.52 -1.19 0.95
H -3.75 -1.56 -1.24
H -2.96 -2.69 -3.04
H -0.09 -3.95 -5.14
H -1.64 -5.22 -6.53
H -3.35 -6.98 -6.69
H -4.62 -7.66 -4.67
H -4.13 -6.58 -2.50
H -2.40 -4.86 -2.34
C -0.22 -3.28 0.52
C -0.59 -2.99 1.97
C -0.27 -4.22 2.84
P 0.13 -1.41 2.60
C 1.67 -1.83 3.53
C 2.78 -2.44 2.67
C 2.21 -0.68 4.37
C -0.92 -0.75 3.90
C -1.31 -1.45 5.04
C -1.93 -0.80 6.10
C -2.10 0.57 6.02
C -1.72 1.29 4.90
C -1.16 0.63 3.81
N -0.78 1.29 2.62
C -1.34 2.59 2.36
C -2.68 2.88 2.62
C -3.18 4.14 2.36
C -2.38 5.12 1.80
C -1.07 4.82 1.48
C -0.53 3.57 1.77
P 1.03 2.95 1.10
C 1.85 4.23 0.10
C 0.98 4.66 -1.10
C 2.30 5.43 0.94
C 2.15 2.48 2.49
C 3.60 2.34 2.01
C 2.01 3.31 3.77
H -0.82 -4.12 0.16
H 0.83 -3.57 0.43
H -0.38 -2.44 -0.15
H -1.67 -2.80 2.03
H 0.78 -4.48 2.79
H -0.84 -5.07 2.46
H -0.54 -4.10 3.89
H 1.30 -2.60 4.22
H 3.28 -1.67 2.09
H 2.42 -3.20 1.98
H 3.52 -2.91 3.33
H 2.82 -0.01 3.76
H 2.87 -1.09 5.14
H 1.44 -0.10 4.87
H -1.12 -2.52 5.11
H -2.24 -1.35 6.97
H -2.53 1.10 6.86
H -1.85 2.36 4.88
H -3.32 2.11 3.03
H -4.22 4.34 2.57
H -2.78 6.10 1.59
H -0.46 5.57 1.01
H 2.72 3.70 -0.30
H 0.56 5.65 -0.92
H 0.15 3.98 -1.31
H 1.59 4.71 -1.99
H 1.49 5.85 1.54
H 2.63 6.22 0.26
H 3.12 5.21 1.61
H 1.84 1.46 2.76
H 4.06 3.30 1.75
H 3.67 1.69 1.14
H 4.20 1.91 2.81
H 2.44 4.30 3.66
H 2.53 2.81 4.59
H 0.96 3.42 4.06
Br 1.93 -0.44 -0.11
C 4.50 0.65 -2.36
Te 2.72 1.65 -3.00
C 3.86 2.09 -4.75
C 5.30 1.99 -4.32
C 6.32 2.57 -5.06
C 7.64 2.46 -4.66
C 7.95 1.76 -3.50
C 6.94 1.18 -2.75
C 5.61 1.29 -3.15
H 4.40 -0.41 -2.56
H 4.63 0.79 -1.29
H 3.60 3.07 -5.12
H 3.61 1.35 -5.51
H 6.08 3.11 -5.97
H 8.43 2.92 -5.24
H 8.98 1.68 -3.17
H 7.18 0.64 -1.84
```

- ΔE to the lowest compared entry with this formula, charge and spin (kJ/mol) = 85.5
- net charge = +1
- 2S+1 = 1
- molecular weight (g/mol) = 1106.23